[1]
The following is a quantum chemistry calculation of a structure of composition C34H35N6P2RhTe, from OMol25.

Summary:
E_HOMO ... -0.4704 Ha
Strongest force on any atom ... 0.52 eV/Å
Orbital gap ... 6.796 eV
Net charge ... +2

Cartesian coordinates (Å):
Rh1 1.420170 0.275092 -0.488999
C1 3.849290 -3.631733 -3.593872
N1 2.655659 -3.029768 -3.001341
C2 1.344663 -3.580925 -3.324176
C3 2.719737 -1.938424 -2.212968
N2 1.669946 -1.348913 -1.718506
N3 3.995706 -1.474710 -1.953539
C4 4.412683 -0.361505 -1.248096
N4 5.748973 -0.183635 -1.271941
N5 3.595860 0.426352 -0.626610
H1 3.546052 -4.481967 -4.194379
H2 4.532489 -4.009310 -2.829131
H3 4.367181 -2.934276 -4.256354
H4 1.477460 -4.468470 -3.932704
H5 0.740211 -2.868347 -3.891103
H6 0.807272 -3.874435 -2.419661
H7 0.802865 -1.776832 -2.006417
H8 4.735827 -2.022516 -2.358934
H9 6.375605 -0.786040 -1.775808
H10 6.165984 0.571191 -0.756315
H11 4.095283 1.178737 -0.168534
Te1 -0.301866 3.467574 1.660756
C5 -1.751676 2.708031 3.015145
C6 -1.387448 2.079077 4.196219
C7 -2.392118 1.502084 4.965450
N6 -3.679748 1.527971 4.634474
C8 -4.020262 2.178206 3.523949
C9 -3.097005 2.781829 2.677193
C10 -0.147829 1.603123 0.646107
P1 0.114034 -0.027259 1.241073
C11 1.011684 -0.094826 2.787137
C12 0.670803 -1.006714 3.786872
C13 1.371143 -1.006169 4.983205
C14 2.409560 -0.106508 5.182530
C15 2.754713 0.800223 4.186791
C16 2.059568 0.808320 2.990663
C17 -1.205897 -1.226212 1.360703
C18 -1.014989 -2.502752 0.840258
C19 -2.000017 -3.463157 1.014185
C20 -3.162820 -3.145862 1.705202
C21 -3.348999 -1.871952 2.228003
C22 -2.372461 -0.905183 2.054311
P2 -0.455776 1.244740 -1.058738
C23 -0.248465 2.707960 -2.069669
C24 -1.219571 3.105383 -2.988028
C25 -1.045270 4.278158 -3.707612
C26 0.088551 5.052728 -3.513847
C27 1.054387 4.666294 -2.592058
C28 0.888134 3.499591 -1.868533
C29 -1.893614 0.356217 -1.645299
C30 -3.066089 0.285835 -0.897804
C31 -4.141248 -0.446879 -1.378260
C32 -4.043968 -1.102022 -2.597015
C33 -2.877798 -1.021951 -3.350699
C34 -1.799105 -0.293924 -2.877805
H12 -0.357834 2.037815 4.522733
H13 -2.144758 0.990066 5.888951
H14 -5.079436 2.215368 3.295322
H15 -3.426502 3.293735 1.782794
H16 -0.142003 -1.704813 3.639058
H17 1.103337 -1.706409 5.762741
H18 2.951477 -0.109547 6.118856
H19 3.559799 1.504234 4.348527
H20 2.296258 1.542467 2.231091
H21 -0.094081 -2.742701 0.319847
H22 -1.862440 -4.460962 0.619860
H23 -3.926721 -3.899542 1.842572
H24 -4.251039 -1.633460 2.776455
H25 -2.509635 0.090112 2.458602
H26 -2.111414 2.511423 -3.132851
H27 -1.801190 4.591950 -4.414392
H28 0.219027 5.966362 -4.078148
H29 1.931898 5.278996 -2.436151
H30 1.633346 3.205924 -1.137811
H31 -3.137109 0.812117 0.045141
H32 -5.057897 -0.500964 -0.806205
H33 -4.885548 -1.670199 -2.970091
H34 -2.820116 -1.517520 -4.310549
H35 -0.894868 -0.205987 -3.471786

Atomic forces in eV per Å
Rh -0.377 -0.142 -0.278
C -0.004 0.005 0.001
N 0.032 0.055 0.022
C -0.040 0.002 0.020
C -0.022 -0.026 -0.026
N 0.080 0.059 0.054
N 0.055 0.012 -0.008
C 0.029 0.000 0.017
N 0.002 -0.015 0.009
N -0.103 0.012 0.167
H -0.002 0.002 0.001
H 0.002 -0.008 -0.002
H 0.005 0.000 0.002
H 0.002 0.002 -0.001
H 0.006 -0.001 -0.001
H 0.003 0.001 0.004
H -0.002 -0.046 -0.028
H -0.018 0.027 0.025
H -0.014 -0.005 -0.010
H -0.009 0.011 0.003
H -0.038 0.025 0.007
Te 0.004 -0.272 0.074
C 0.071 0.101 -0.250
C -0.016 0.034 -0.011
C -0.008 -0.035 0.022
N 0.003 0.030 -0.025
C 0.017 -0.016 0.005
C -0.027 -0.072 0.057
C -0.025 -0.368 -0.363
P 0.274 0.289 0.233
C 0.024 0.100 -0.057
C 0.005 -0.007 -0.032
C 0.005 0.006 0.013
C -0.017 -0.024 -0.007
C 0.002 0.011 -0.028
C -0.035 0.029 0.063
C -0.061 0.114 -0.150
C -0.025 0.004 -0.004
C -0.021 -0.007 -0.013
C 0.016 -0.009 -0.019
C -0.012 0.016 -0.002
C 0.075 -0.053 0.030
P 0.068 0.355 0.301
C 0.102 0.005 0.085
C 0.025 -0.045 -0.001
C -0.026 -0.006 0.015
C 0.013 0.005 0.002
C 0.010 0.002 0.007
C -0.042 -0.024 -0.018
C -0.056 -0.045 0.206
C 0.036 0.081 -0.092
C -0.003 -0.002 0.005
C 0.006 -0.012 -0.012
C -0.014 0.004 -0.010
C 0.005 -0.020 0.043
H 0.053 -0.045 -0.006
H 0.000 0.007 -0.001
H -0.005 0.001 -0.006
H -0.015 -0.002 -0.004
H -0.002 -0.014 0.004
H 0.002 -0.006 -0.006
H -0.001 0.001 0.003
H -0.009 0.009 0.013
H 0.044 -0.031 -0.046
H -0.015 -0.013 -0.015
H 0.007 -0.001 -0.003
H 0.001 -0.002 0.005
H 0.007 0.009 -0.005
H -0.021 0.019 0.040
H -0.018 -0.018 -0.023
H -0.002 -0.011 -0.002
H -0.003 0.001 0.002
H -0.001 0.004 -0.002
H 0.024 -0.026 -0.010
H -0.027 0.000 0.022
H 0.009 0.003 0.010
H 0.000 0.002 -0.004
H 0.008 -0.001 -0.003
H 0.002 -0.025 -0.010

***

[2]
The following is a quantum chemistry calculation of a structure of composition C34H36AsBCl2N11O6SZr in a non-equilibrium geometry, from OMol25.

Summary:
Energy above the lowest of the compared OMol25 structures with the same formula, charge and spin ... 17.3 kJ/mol
E_HOMO (alpha / beta) ... -0.4857 / -0.4857 Ha
Strongest force on any atom ... 1.13 eV/Å
Orbital gap (alpha / beta) ... 8.144 / 4.315 eV
Net charge ... +2
Multiplicity ... 2
Expectation value of S² ... 0.758

Cartesian coordinates (Å):
Zr1 0.830717 -0.318991 1.057520
C1 1.461566 0.676507 -2.757207
C2 0.506555 -0.386734 -2.336594
C3 0.111464 -1.463117 -3.127108
C4 -0.794807 -2.168613 -2.374780
N1 -0.954215 -1.529528 -1.208602
N2 -0.127132 -0.431251 -1.143546
B1 -1.934571 -1.661551 -0.060607
N3 -2.411777 -0.268634 0.365483
C5 -3.662541 0.219780 0.244559
C6 -3.756521 1.348393 1.009461
C7 -2.492636 1.509606 1.588681
C8 -2.143087 2.679847 2.448821
N4 -1.663454 0.530926 1.179313
N5 -1.382976 -2.396310 1.170560
C9 -1.572452 -3.681407 1.513546
C10 -1.054792 -3.882272 2.768118
C11 -0.500068 -2.654479 3.141975
C12 0.112101 -2.339240 4.463444
N6 -0.674776 -1.757001 2.157573
N7 -3.246811 -2.464430 -0.444123
C13 -4.278773 -2.759547 0.504049
C14 -5.268820 -3.405750 -0.152224
C15 -4.828105 -3.491832 -1.489483
C16 -5.470929 -4.057508 -2.674818
N8 -3.559788 -2.881278 -1.606154
H1 1.665706 0.563740 -3.820021
H2 1.049182 1.669839 -2.589669
H3 2.404491 0.594657 -2.220799
H4 0.447309 -1.689292 -4.124384
H5 -1.346131 -3.059575 -2.612419
H6 -4.393413 -0.242878 -0.397945
H7 -4.606584 1.998785 1.124146
H8 -2.065709 2.399352 3.496815
H9 -1.211817 3.157815 2.145789
H10 -2.940595 3.416626 2.372913
H11 -2.077081 -4.373278 0.857409
H12 -1.080369 -4.786407 3.351703
H13 -0.164030 -3.109927 5.179969
H14 1.194827 -2.300980 4.391646
H15 -0.250025 -1.379557 4.830768
H16 -4.174227 -2.461450 1.535612
H17 -6.194880 -3.775665 0.253713
H18 -6.319052 -4.684241 -2.414658
H19 -5.824047 -3.236890 -3.313298
H20 -4.745420 -4.613483 -3.272330
O1 4.469102 -0.021469 3.520706
As1 3.492877 -0.553152 2.216766
O2 2.003730 -1.250030 2.641790
O3 2.737870 0.761027 1.494235
C17 4.496850 -1.974511 1.462709
C18 5.716498 -2.292078 2.033903
C19 6.358713 -3.469769 1.656426
C20 5.777793 -4.319151 0.733880
C21 4.553163 -3.999613 0.152436
C22 3.910284 -2.833956 0.520778
S1 2.447419 -2.374541 -0.351323
O4 2.455205 -3.077933 -1.586440
O5 1.213493 -2.552227 0.464835
O6 2.561115 -0.885022 -0.384416
H21 4.474112 0.945671 3.607980
H22 6.162433 -1.638516 2.769649
H23 7.317393 -3.714121 2.093225
H24 6.281504 -5.230998 0.443589
H25 4.112924 -4.632789 -0.605294
Cl1 2.700453 2.603847 4.559426
C23 1.610922 1.232893 4.726515
Cl2 0.276742 1.276192 3.553257
H26 1.151177 1.257349 5.707816
H27 2.159003 0.308467 4.584523
C24 2.197700 3.818301 -0.831249
C25 2.108035 2.547638 -0.295550
N9 0.936538 1.959887 0.010428
C26 -0.170632 2.658730 -0.290552
C27 -0.180677 3.935406 -0.826535
C28 1.045639 4.539471 -1.078992
C29 -1.472106 4.617701 -1.082315
C30 -1.841817 5.201670 -2.218197
C31 -1.095549 5.216096 -3.499636
C32 -0.418131 4.114270 -4.002658
C33 0.221303 4.272183 -5.219217
N10 0.204211 5.418860 -5.892288
C34 -0.491210 6.404959 -5.331274
N11 -1.151867 6.363850 -4.177148
H28 3.173998 4.230371 -1.044933
H29 3.000158 1.977385 -0.112456
H30 -1.110656 2.154694 -0.151925
H31 1.087319 5.546428 -1.475184
H32 -2.149214 4.679555 -0.235760
H33 -2.767621 5.764754 -2.240240
H34 -0.412288 3.166468 -3.482626
H35 0.763866 3.451388 -5.676560
H36 -0.529280 7.341590 -5.874925

Atomic forces in eV per Å
Zr 0.909 0.673 -0.040
C 0.007 -0.027 -0.007
C -0.100 0.046 0.061
C 0.012 0.018 -0.100
C -0.025 0.099 0.006
N -0.169 -0.034 0.051
N 0.074 -0.482 -0.091
B -0.111 -0.044 0.057
N -0.037 -0.124 0.198
C 0.045 0.012 -0.034
C -0.060 0.034 -0.015
C 0.127 0.092 -0.138
C 0.009 0.016 -0.023
N -0.125 -0.029 0.072
N 0.059 -0.029 0.067
C -0.016 -0.021 0.071
C 0.010 -0.026 0.008
C -0.028 0.059 -0.022
C -0.008 -0.011 -0.005
N -0.057 -0.229 -0.118
N -0.138 -0.017 0.299
C 0.268 0.108 -0.062
C 0.040 -0.025 -0.180
C 0.146 0.101 0.068
C 0.026 0.008 -0.038
N -0.307 -0.141 -0.044
H 0.006 -0.005 -0.003
H 0.008 -0.002 -0.015
H 0.004 0.017 -0.004
H 0.013 0.003 0.023
H -0.029 0.019 -0.003
H 0.001 -0.001 0.020
H 0.011 -0.014 0.015
H -0.009 0.018 0.006
H 0.019 -0.035 0.038
H 0.003 -0.001 -0.036
H 0.000 0.011 0.005
H 0.010 0.012 -0.007
H -0.036 0.010 0.001
H 0.007 -0.017 0.016
H 0.023 0.008 -0.002
H 0.039 0.011 -0.033
H 0.003 -0.003 -0.016
H -0.004 0.001 -0.001
H 0.008 -0.011 0.002
H -0.010 -0.003 0.002
O 0.276 0.087 0.210
As -0.671 -0.240 0.031
O 0.020 0.076 -0.162
O -0.021 0.137 0.114
C 0.008 -0.095 -0.080
C -0.010 -0.031 -0.053
C 0.023 -0.022 0.003
C 0.033 -0.001 0.020
C -0.034 0.084 0.013
C 0.188 -0.042 0.145
S -0.322 -0.175 -0.166
O 0.029 0.074 -0.013
O 0.054 0.117 -0.099
O -0.158 0.226 0.077
H -0.137 0.017 0.095
H 0.011 0.007 0.008
H -0.006 -0.005 -0.005
H 0.003 0.003 0.006
H 0.008 -0.006 0.003
Cl -0.041 -0.047 -0.050
C 0.208 -0.126 0.204
Cl 0.050 -0.160 -0.202
H -0.009 0.086 -0.004
H -0.058 -0.002 -0.048
C 0.002 0.026 -0.020
C -0.042 0.010 0.058
N -0.030 0.076 0.068
C -0.031 -0.155 -0.220
C -0.083 0.048 -0.071
C 0.049 0.018 -0.026
C 0.051 -0.028 0.075
C 0.055 0.033 -0.123
C -0.096 0.083 0.131
C 0.000 -0.072 -0.001
C 0.027 0.035 -0.071
N -0.076 -0.018 0.137
C -0.009 0.035 -0.012
N 0.113 -0.058 -0.086
H -0.007 -0.002 0.000
H 0.003 -0.015 0.057
H 0.030 0.017 0.021
H 0.001 -0.009 -0.006
H 0.006 -0.021 -0.003
H -0.012 -0.028 -0.006
H -0.011 0.016 -0.003
H 0.002 0.005 0.000
H -0.001 -0.002 0.003